No. 1
C5H8O2 in the gas phase. Source: the OMol25 dataset; level of theory: the ωB97M-V functional and the def2-TZVPD basis.

Last column: Löwdin charge in e.
Atoms and positions in Å:
O -1.87 1.00 1.04  -0.07
C -0.96 -0.45 0.60  -0.16
C -0.72 -0.46 -0.91  -0.04
C 0.70 0.05 -0.58  -0.46
C 1.94 -0.23 -1.30  -0.08
O 1.34 1.07 -1.33  -0.02
C 0.34 0.12 0.87  -0.09
H -2.28 1.42 0.27  0.09
H -1.55 -1.19 1.14  0.13
H -1.34 0.20 -1.52  0.12
H -0.75 -1.47 -1.33  0.12
H 2.87 -0.30 -0.74  0.11
H 1.92 -0.78 -2.25  0.11
H -0.72 1.20 1.07  0.14
H 0.98 -0.09 1.73  0.10

Charge: 0
HOMO: -8.28 eV
Relative energy (zero: lowest compared OMol25 entry of this formula, charge and spin): 121.8 kcal per mole
E_LUMO: 0.7845 eV

No. 2
C4H6O2 in the gas phase. Source: the OMol25 dataset; level of theory: the ωB97M-V functional and the def2-TZVPD basis.

Last column: Löwdin charge in e.
Atoms and positions in Å:
C 1.10 0.25 -0.21  -0.11
C 0.00 -0.67 -0.49  -0.09
C -1.30 -0.50 -0.20  -0.34
O -2.23 -1.41 -0.52  0.07
C -1.77 0.70 0.58  -0.18
O -2.94 0.78 0.77  0.08
H 1.28 0.98 -0.92  0.05
H 2.05 -0.33 -0.11  0.09
H 0.75 0.80 0.73  0.09
H 0.35 -1.70 -0.89  0.15
H -3.04 -0.92 -0.43  0.09
H -1.04 1.45 0.80  0.11

Charge: 0
HOMO: -8.98 eV
Relative energy (zero: lowest compared OMol25 entry of this formula, charge and spin): 39.3 kcal per mole
E_LUMO: 0.2412 eV
SMILES: C/C=C(/O)C=O

Among the records above, which one has the lowest HOMO?
C4H6O2

Number 1 is which compound?
C5H8O2

Number 2 is which compound?
C4H6O2